Record 1
Below is a structure of composition C5H15NOP in a non-equilibrium geometry, with properties calculated with ωB97M-V with the def2-TZVPD basis set.

Geometry as XYZ:
```
23
Properties=species:S:1:pos:R:3:forces:R:3:lowdin_charge:R:1
H 1.14736 1.34982 -0.68082 1.39 -1.33 0.62 0.07
C 0.70412 -0.32974 1.52418 -3.59 1.55 0.11 -0.31
H 1.10919 -1.19816 2.00169 0.24 -0.72 -0.13 0.07
P 1.68078 0.20996 0.05765 -0.39 -0.25 1.09 0.96
N 1.19155 2.04077 1.63104 -2.01 -0.07 0.29 -0.09
H -2.84626 -0.47412 -0.48965 0.38 0.48 -1.16 0.13
H 0.55095 2.81727 1.58406 -0.54 -0.01 -0.11 0.09
H -0.51620 -1.68718 -3.44753 -1.28 -0.33 0.89 0.12
H -2.67787 0.45042 -2.08238 -0.27 0.55 0.58 0.11
H -0.77712 -2.89834 -2.28098 0.12 -0.67 1.01 0.07
H 2.08521 -0.92883 -0.66119 -0.02 0.52 -0.01 0.02
H 2.00917 2.44952 1.96626 1.71 0.70 0.72 0.06
H 2.82329 0.34802 0.85861 0.38 0.87 -0.67 0.01
H -2.26410 -2.10937 -2.98246 1.01 -0.06 0.37 0.10
H -0.11252 1.04222 3.15601 -0.20 0.26 -0.58 0.11
H 1.61465 0.84223 3.24764 -0.76 -0.53 -0.57 0.12
C -1.22317 -1.98522 -2.58824 -0.51 2.63 -1.97 0.01
C 0.76575 0.92823 2.52043 2.05 -0.68 -0.53 -0.25
O 0.07560 -0.52669 -1.28539 -1.61 -0.60 -0.83 -0.20
H -1.63344 0.82361 -0.47405 -1.07 -0.10 -1.38 0.10
H -0.45828 -0.50752 1.25074 2.87 0.17 0.52 0.12
C -1.08810 -0.76635 -1.64501 2.34 -2.03 -0.14 -0.43
C -2.16056 0.10944 -1.18062 -0.26 -0.35 1.89 0.00
```
Forces are in eV/Å.

HOMO energy = -13.8156 eV
Kohn-Sham gap = 10.87 eV
2S+1 = 1
Net charge = +1
LUMO level = -0.10807 hartree

=====

Record 2
Below is the ion C4H9N3 with charge +2 in a non-equilibrium geometry, with properties calculated with ωB97M-V with the def2-TZVPD basis set.

Geometry as XYZ:
```
16
Properties=species:S:1:pos:R:3:forces:R:3:lowdin_charge:R:1
H -2.78805 -0.74770 0.97574 -0.29 -1.10 -0.40 0.13
H -2.41844 0.86252 0.92570 0.17 -0.26 -1.39 0.17
H 0.91712 0.11331 1.31738 -0.49 -1.36 -0.60 0.24
N -1.25650 -0.33189 -0.29825 1.58 2.28 -1.99 0.02
H -0.06700 1.54854 -0.05239 -1.11 1.12 0.45 0.16
C 2.34592 0.03208 -0.07854 0.45 1.06 -0.82 0.07
C -0.07263 0.58185 -0.48274 1.68 -0.15 -2.20 0.06
H 2.98968 -0.81809 0.06784 -0.07 -0.63 -0.24 0.13
C -2.49375 -0.02799 0.22398 -3.24 2.03 2.08 0.04
N 0.51045 -1.63628 0.05283 1.44 -0.50 -0.46 0.29
N 0.93823 -0.23795 0.31665 0.13 1.02 1.23 -0.09
H 2.74382 0.81037 0.57102 -0.19 0.16 0.12 0.13
H 2.29981 0.44136 -1.09856 0.55 -0.62 0.24 0.12
H 0.37475 0.68844 -1.58010 -1.46 -0.58 2.06 0.22
H -3.38360 0.17738 -0.48861 1.53 -0.36 0.60 0.20
C -0.63981 -1.45596 -0.37196 -0.66 -2.11 1.32 0.11
```
Forces are in eV/Å.

HOMO energy (spin up / spin down) = -21.6019 / -21.4817 eV
Kohn-Sham gap (spin up / spin down) = 9.01 / 7.69 eV
Structure (SMILES) = C[N+]1=C=N[N@@H+](C)C1
2S+1 = 1
Net charge = +2
LUMO level (spin up / spin down) = -0.46291 / -0.50675 hartree

=====

Record 3
Below is a structure of composition C41H33AsBrN6O7Ti in a non-equilibrium geometry, with properties calculated with ωB97M-V with the def2-TZVPD basis set.

Geometry as XYZ:
```
90
Properties=species:S:1:pos:R:3:forces:R:3:lowdin_charge:R:1
N -1.08751 6.93700 -0.86066 0.08 -0.04 -0.03 0.10
O -2.32136 -1.19980 -0.95510 -0.08 -0.27 -0.08 0.13
C 3.31839 6.15256 -2.00758 0.03 -0.02 -0.02 -0.11
C 0.38259 -2.63866 4.71560 0.03 0.02 -0.06 -0.08
C -0.46716 3.44723 0.29414 -0.11 -0.13 0.00 -0.12
C 0.13170 -2.75773 6.07408 -0.03 0.01 0.03 -0.06
Ti -0.35791 0.47895 0.86264 0.84 0.72 1.07 1.12
C 1.48048 4.59138 1.77472 0.08 0.05 0.10 0.00
C -2.12817 -2.00711 5.73360 0.00 0.00 -0.02 -0.06
C -2.19328 4.83468 -1.32309 -0.09 0.05 -0.08 0.00
H 1.48428 -3.23205 -3.25792 -0.02 0.00 0.00 0.09
H -1.44264 -3.53732 -2.36045 0.00 0.00 0.00 0.12
H 2.10830 0.16141 -2.70595 -0.02 0.04 0.00 0.18
N -0.08463 7.44036 -1.38032 -0.09 0.12 0.07 0.10
N -0.55219 0.88081 3.36115 0.23 0.04 -0.03 -0.51
H -2.44593 -6.74652 -0.47848 0.00 0.00 0.00 0.11
C -1.18269 5.50877 -0.69595 -0.03 0.16 -0.01 -0.22
C 3.51455 -4.40970 0.92312 0.00 -0.01 0.00 -0.05
C -2.57547 -3.67905 0.94711 -0.03 -0.01 0.02 -0.08
C -3.01325 -4.85658 0.35629 0.00 0.00 0.00 -0.06
H -2.60074 0.71327 -2.73744 -0.01 0.00 0.01 0.06
C 3.06516 5.15654 -2.93794 0.03 0.00 0.00 -0.69
C -1.21555 -1.19670 -1.43267 0.30 0.04 -0.25 -0.42
C 0.71535 -3.55930 -2.55572 0.03 -0.04 0.04 -0.06
C -2.02715 -1.08963 -3.79546 0.04 -0.01 -0.01 -0.16
C -1.21958 -3.49684 1.15368 0.07 -0.06 -0.06 -0.29
O 0.58280 0.66582 2.79366 -0.29 -0.32 -0.02 -0.14
H 0.91605 -3.10051 6.73571 0.00 0.00 0.00 0.11
C -0.66524 -3.06812 -2.96909 -0.04 0.06 -0.04 -0.13
H 4.71451 -2.80342 1.68747 0.00 0.00 0.00 0.11
C 2.61744 -2.37726 1.84522 0.02 0.01 0.01 -0.09
H 2.10442 -5.85845 0.21762 0.00 0.00 0.00 0.11
N 1.28222 -0.31060 -2.35743 0.41 0.48 0.10 0.26
H 1.83291 2.55895 2.43879 0.01 0.01 0.00 0.13
N 0.28030 2.64549 1.10434 0.05 0.11 -0.18 0.06
H 2.26811 4.99850 2.39234 0.00 0.00 0.00 0.12
H 1.60911 4.18133 -4.17256 0.00 0.00 0.00 0.10
H 4.36980 -5.01835 0.66086 0.00 0.00 0.00 0.11
H -3.10500 -1.76072 6.12753 0.00 0.00 0.00 0.11
H -4.07010 -5.01585 0.18973 0.00 0.00 0.00 0.11
H -3.10512 2.91747 -1.78952 0.00 -0.03 0.01 0.12
C -2.31436 0.40499 -3.74329 -0.03 0.01 -0.01 -0.06
H 0.99654 -3.22125 -1.55664 -0.02 0.00 0.03 0.06
H -0.27630 5.49361 -3.26360 -0.01 0.00 0.00 0.12
C 1.78167 4.92632 -3.40800 -0.01 -0.01 0.00 -0.11
H -3.13211 0.65731 -4.41757 0.00 0.01 0.01 0.09
H -0.85868 -3.34182 -4.00736 0.02 -0.01 0.00 0.13
C -0.28452 -4.46467 0.76647 -0.03 0.04 -0.01 -0.20
H 4.33004 6.34559 -1.67933 0.00 0.00 0.00 0.11
H 2.44239 7.71372 -0.82002 0.00 0.01 0.00 0.12
H -2.87957 5.39538 -1.94516 0.01 0.01 0.01 0.13
C 0.71291 5.40572 0.98837 -0.06 0.03 -0.03 0.04
H -1.44574 0.99136 -4.05337 0.01 -0.01 -0.01 0.08
H 1.35907 -2.89571 4.32445 -0.01 0.01 0.00 0.10
C -2.33107 3.43083 -1.23773 0.19 0.00 0.12 0.05
O -1.35611 1.41325 -0.30741 -0.91 -0.09 -0.13 -0.14
C 2.26457 6.90874 -1.52174 -0.08 0.01 0.01 -0.03
H -2.67271 -1.53078 3.72057 0.01 0.00 -0.01 0.11
H 0.72935 -4.64863 -2.54265 0.01 -0.01 0.00 0.09
C 3.71104 -3.16213 1.50187 0.00 0.00 0.00 -0.06
H -3.28954 -2.91530 1.22640 0.01 0.01 0.00 0.11
N -0.13544 -0.87263 -0.61850 -0.15 0.04 -0.09 0.00
C -1.12089 -2.44214 6.58254 0.03 -0.01 0.00 -0.06
C -0.87857 -1.52312 -2.87550 0.05 -0.01 0.04 -0.28
O -1.53309 0.75650 2.53256 0.03 0.27 -0.07 -0.10
C 1.13142 -4.11088 1.00995 0.04 0.04 0.01 -0.20
H -1.31174 -2.53598 7.64325 0.00 0.00 0.00 0.11
C 1.34218 -2.85980 1.60308 0.01 -0.03 0.00 -0.31
C 0.72524 5.66070 -2.89445 0.04 0.01 0.01 -0.02
C 2.23491 -4.88590 0.67445 -0.01 -0.01 0.00 -0.01
C -1.88188 -1.88095 4.37479 -0.04 -0.01 -0.01 -0.12
C 0.94981 -0.21936 -1.05761 -0.70 -0.89 -0.22 -0.50
C -0.62661 -2.19916 3.86459 -0.01 -0.02 0.03 -0.35
C 1.24087 3.20928 1.81026 -0.09 -0.06 -0.09 -0.06
C -1.44320 2.75262 -0.45380 0.21 0.21 0.11 -0.25
H 0.87384 6.47569 0.98689 -0.01 -0.01 -0.02 0.12
H -1.76236 -1.39029 -4.80912 0.00 0.01 0.00 0.13
O 0.75665 -0.80789 -4.48656 -0.04 0.03 0.00 0.16
O 1.48692 0.47751 -0.14759 0.27 0.03 -0.21 0.00
C -0.73637 -5.63965 0.17748 0.00 0.01 -0.01 -0.02
C -0.30261 4.83406 0.19228 -0.02 -0.25 0.02 -0.08
H -2.90931 -1.65937 -3.50117 -0.01 0.01 0.01 0.13
O -0.68361 1.16516 4.49923 0.00 -0.01 -0.05 0.19
C -2.09621 -5.82976 -0.02227 0.01 0.00 0.00 -0.06
H 2.76556 -1.40479 2.29975 -0.01 0.00 0.00 0.11
C 0.96503 6.62813 -1.92445 0.06 -0.11 -0.07 -0.28
Br 4.49552 4.11254 -3.60225 -0.03 0.01 0.02 0.75
As -0.33151 -1.99904 1.96695 -0.19 -0.10 0.06 1.40
C 0.41685 -0.86050 -3.34008 0.05 -0.12 -0.01 -0.37
H -0.03611 -6.40776 -0.12503 0.00 0.00 0.00 0.11
```
Forces are in eV/Å.

HOMO energy = -10.8487 eV
Kohn-Sham gap = 6.94 eV
2S+1 = 1
Net charge = +1
LUMO level = -0.14361 hartree